[1]
{"formula": "C13H28BrClCsF2Li2N4NaO6S2", "method": "ωB97M-V with the def2-TZVPD basis set", "elements": ["Cs", "Br", "Cl", "S", "S", "Na", "F", "F", "O", "O", "O", "O", "O", "O", "N", "N", "N", "N", "C", "C", "C", "C", "C", "C", "C", "C", "C", "C", "C", "C", "C", "Li", "Li", "H", "H", "H", "H", "H", "H", "H", "H", "H", "H", "H", "H", "H", "H", "H", "H", "H", "H", "H", "H", "H", "H", "H", "H", "H", "H", "H", "H"], "xyz": [[-1.05934, -1.83075, 5.41357], [-5.45740, -3.19646, -1.20256], [0.77902, -2.43882, -0.45559], [4.58673, 1.06113, -1.46784], [3.93323, -0.26717, -3.66944], [-2.79135, 2.39078, 2.10459], [5.63482, -0.10982, -1.24699], [2.52915, -0.85858, -4.11763], [5.35644, 2.07156, -2.12594], [4.18553, 1.36118, -0.12536], [4.75344, -1.42159, -3.53293], [-1.86920, 2.13155, -2.22764], [-0.09221, -5.56102, 2.20904], [4.24961, 0.66011, -4.70614], [1.19122, 2.80799, 0.69275], [-0.43766, -3.69329, 4.29432], [3.44605, 0.38348, -2.29760], [-1.67477, 3.94581, 1.24513], [-2.30100, -0.08625, -0.04330], [0.49429, 2.38340, -1.59805], [0.26390, -3.28146, 3.05564], [-2.11937, 4.16386, 0.03223], [1.35727, 3.05305, -0.55197], [-0.68756, -2.42438, 2.20498], [2.41907, 4.00756, -1.04346], [-1.23972, 4.07142, -1.12799], [-1.00560, -5.43206, 1.11919], [0.83376, -4.50031, 2.33323], [-2.92056, 0.02211, -1.43402], [-0.96427, 2.58800, -1.24650], [-1.99803, 0.72957, -2.40768], [-3.92107, -1.83033, 0.53735], [-0.64801, 4.75122, 2.95664], [2.32349, 4.92264, -0.45900], [0.75695, 2.69650, -2.61085], [-1.90233, -4.88159, 1.42129], [-3.16279, 4.45441, -0.04820], [-3.89385, 0.51217, -1.43269], [-2.56577, 0.83157, 0.48750], [0.72417, 1.31620, -1.53424], [3.40511, 3.56233, -0.97701], [-3.08706, -0.98374, -1.82101], [-0.84097, -1.43891, 2.66914], [-0.25411, -2.24629, 1.16300], [-2.43071, 0.61048, -3.39737], [-1.31624, -6.43609, 0.83523], [-1.21690, -0.05979, -0.10587], [0.22528, -4.17054, 4.91015], [-1.67968, -2.88299, 2.09446], [1.25201, -4.21409, 1.36557], [1.89464, 3.34716, 1.20312], [-0.54200, -4.94243, 0.26048], [-0.34566, 4.67516, -0.98018], [2.22743, 4.26384, -2.08059], [-0.67353, 3.70347, 1.09330], [-1.73618, 4.40064, -2.04688], [-2.61976, -0.94211, 0.55501], [-1.09821, -4.43010, 4.03957], [1.11140, -2.63729, 3.33402], [-1.03845, 0.21277, -2.44709], [1.65732, -4.89488, 2.93910]], "gap_ev": 3.0, "homo_energy_ev": -6.204, "charge": 0, "relative_energy_kcal_mol": 0.0, "total_energy_ha": -5410.14592}

[2]
{"formula": "C13H28Cl10O3", "method": "ωB97M-V with the def2-TZVPD basis set", "elements": ["Cl", "Cl", "Cl", "Cl", "Cl", "Cl", "Cl", "Cl", "Cl", "Cl", "O", "O", "O", "C", "C", "C", "C", "C", "C", "C", "C", "C", "C", "C", "C", "C", "H", "H", "H", "H", "H", "H", "H", "H", "H", "H", "H", "H", "H", "H", "H", "H", "H", "H", "H", "H", "H", "H", "H", "H", "H", "H", "H", "H"], "xyz": [[2.38310, 2.07872, -1.62504], [-5.28355, 4.05196, -1.16044], [3.68057, -1.92655, -0.87733], [0.76302, 5.02746, 0.56122], [-0.77047, 3.18509, 2.07929], [4.49035, 2.31717, 2.62318], [2.60746, 3.92793, 4.27961], [0.30907, -0.69981, 2.60872], [-2.27397, 4.21169, -1.89250], [0.24416, 0.94958, 6.55450], [-2.17333, 0.43032, -1.81040], [-0.88800, -3.97706, -3.44293], [-0.27482, -1.96903, -1.24694], [0.77032, 0.17613, 4.09073], [-0.32573, 0.21341, 5.03033], [3.73134, 2.58930, 4.24813], [-1.26808, 0.25850, -2.92832], [-0.81393, -4.30828, -2.00322], [2.75129, -0.45411, -1.38056], [-3.72924, 3.27608, -1.46774], [-1.55879, -0.15631, -0.63896], [-2.17333, -3.94160, -3.85309], [0.67418, 3.32140, 1.04949], [-1.52231, -1.64555, -0.70613], [0.14627, -3.35432, -1.16839], [3.22563, 0.77093, -0.76771], [-1.42415, -1.95818, 0.33256], [1.64141, -0.29557, 4.56999], [1.58339, 2.98785, 1.58495], [-3.81474, 2.63777, -2.30704], [-1.82235, -4.25849, -1.58510], [-2.62384, -4.90050, -3.60271], [3.13547, 1.71197, 4.44225], [-2.38981, -2.20611, -1.15610], [2.98784, -0.25575, -2.42290], [0.16000, -3.67658, -0.12076], [-2.67436, -3.04233, -3.55776], [-1.83835, 0.53190, -3.80506], [-2.05730, -3.99340, -4.94064], [-0.28181, -5.26054, -1.95099], [4.48367, 2.80621, 5.01832], [1.19516, -3.35566, -1.57883], [1.66809, -0.59031, -1.33214], [-0.58452, -0.83212, 5.26959], [2.91156, 0.86406, 0.26980], [4.33854, 0.88952, -0.86140], [0.52428, 2.73876, 0.16343], [-0.55506, 0.22766, -0.49182], [-1.15843, 0.70891, 4.59609], [-3.37651, 2.72062, -0.58667], [-2.23090, 0.15803, 0.13013], [-1.05687, -0.79896, -3.03837], [-0.39218, 0.91027, -2.93359], [0.93055, 1.17791, 3.73927]], "gap_ev": 10.2, "homo_energy_ev": -9.791, "charge": 0, "total_energy_ha": -5339.65744, "smiles": "COCCOCCOC.ClCCCl.ClCCCl.ClCCl.ClCCl.ClCCl"}

[3]
{"formula": "C13H28N2O4", "method": "ωB97M-V with the def2-TZVPD basis set", "elements": ["O", "O", "O", "O", "N", "N", "C", "C", "C", "C", "C", "C", "C", "C", "C", "C", "C", "C", "C", "H", "H", "H", "H", "H", "H", "H", "H", "H", "H", "H", "H", "H", "H", "H", "H", "H", "H", "H", "H", "H", "H", "H", "H", "H", "H", "H", "H"], "xyz": [[-0.16810, -2.94593, 1.86369], [-0.62962, 1.02174, 1.28730], [-1.10884, 0.56930, -1.31093], [-2.38625, 2.94330, -1.30293], [0.34941, 0.43393, 3.18983], [0.28441, -1.47719, 0.22534], [-3.82325, 1.52950, 0.01124], [3.83140, -0.01829, -1.76557], [-0.32484, -2.55510, 0.71393], [-2.26486, 0.63517, -3.40202], [-3.23289, 1.79460, -1.37309], [-1.24451, -3.30012, -0.22358], [3.01492, -0.73196, -0.68026], [1.24521, -0.34728, 4.04188], [1.12793, -0.58801, 1.03642], [2.96324, 1.16848, 0.99623], [2.10568, 0.21337, 0.14263], [0.21774, 0.34148, 1.86284], [-2.42381, 0.58413, -1.88440], [-4.50935, 0.67872, -0.02444], [-1.14293, 0.70766, -0.33117], [1.05419, -1.41422, 3.89953], [-0.68085, -3.63215, -1.09316], [3.56995, 0.60024, 1.70143], [2.40456, -1.47654, -1.19055], [-2.05296, -2.64091, -0.53294], [3.17224, 0.58427, -2.39153], [-1.71043, -0.24122, -3.75070], [4.32773, -0.76244, -2.38912], [3.69529, -1.25994, -0.01056], [2.33248, 1.86843, 1.54388], [-1.71889, 1.53666, -3.69839], [-3.04228, 1.31181, 0.74072], [-1.50281, 2.66717, -0.99556], [3.61731, 1.76196, 0.35913], [-2.95204, -0.33799, -1.61979], [2.28585, -0.13065, 3.79495], [1.07120, -0.10058, 5.09048], [1.72451, -1.20447, 1.70631], [-1.65426, -4.16398, 0.29819], [-3.24433, 0.64256, -3.88953], [-4.06262, 1.99826, -2.05865], [4.59370, 0.61828, -1.31712], [-4.38102, 2.40605, 0.35394], [0.04617, -1.17268, -0.70936], [-0.29258, 1.06921, 3.63889], [1.51921, 0.81539, -0.55346]], "gap_ev": 10.4, "homo_energy_ev": -9.649, "charge": 0, "relative_energy_kcal_mol": 0.0, "total_energy_ha": -922.66555, "smiles": "CC[C@H](C)[C@H](NC(C)=O)C(=O)NC.C[C@@H](O)[C@@H](C)O"}

[4]
{"formula": "C13H28N2OsP2S5", "method": "ωB97M-V with the def2-TZVPD basis set", "elements": ["Os", "S", "S", "S", "S", "S", "P", "P", "N", "N", "C", "C", "C", "C", "C", "C", "C", "C", "C", "C", "C", "C", "C", "H", "H", "H", "H", "H", "H", "H", "H", "H", "H", "H", "H", "H", "H", "H", "H", "H", "H", "H", "H", "H", "H", "H", "H", "H", "H", "H", "H"], "xyz": [[-0.44254, 0.87349, 0.70767], [-2.59218, 1.41347, 1.64461], [-4.59773, 3.50887, 0.90027], [-3.10188, 4.34447, -1.48263], [-5.73291, 5.59965, -0.88538], [-0.90789, 2.40121, -1.02727], [1.83001, 1.47669, 0.70526], [0.28902, -0.56562, 2.43019], [-1.34148, -1.00086, -0.65870], [-0.58048, -0.86086, -1.84381], [2.80101, 0.06911, 1.45128], [-2.39129, 3.07654, -0.51953], [-4.53111, 4.53420, -0.51019], [0.66050, -2.94404, -2.04301], [0.07329, -1.57247, -4.05801], [0.68243, 0.11319, 4.08172], [-0.60903, -2.09622, 2.85858], [-3.09551, 2.67468, 0.60245], [1.90808, -1.13758, 1.74322], [-1.73115, -2.82410, -2.83730], [2.14187, 2.88392, 1.82749], [-0.40437, -2.06296, -2.69292], [2.72828, 1.98186, -0.79626], [3.60681, -0.19945, 0.76358], [2.39440, -1.81966, 2.44438], [-2.02147, -3.31271, -1.90953], [-1.38516, -1.87090, 3.59078], [2.23650, 2.84726, -1.23834], [-2.35932, -0.96440, -0.81358], [0.86461, -3.79493, -2.68397], [0.33556, -3.32664, -1.07650], [0.09815, -2.80171, 3.29604], [-1.62564, -3.59738, -3.59010], [1.42294, 0.90970, 4.04356], [2.74451, 1.17820, -1.52898], [3.74911, 2.25508, -0.51580], [-2.53654, -2.16479, -3.15652], [0.31958, -2.41837, -4.69482], [1.57719, 2.80602, 2.75622], [0.96111, -0.95353, -3.96180], [3.20699, 2.92806, 2.05211], [-1.13262, -1.92449, -0.26901], [1.05473, -0.69361, 4.71595], [-0.93728, -0.08641, -2.39838], [3.25358, 0.41697, 2.38245], [1.84893, 3.80918, 1.33227], [-0.23279, 0.51421, 4.52117], [1.69094, -1.69082, 0.82146], [-1.07727, -2.54790, 1.98658], [1.58515, -2.38869, -1.90347], [-0.69763, -0.99493, -4.56345]], "gap_ev": [7.7, 5.8], "homo_energy_ev": [-13.762, -14.749], "charge": 2, "relative_energy_kcal_mol": 7.4, "s_squared": 6.063, "total_energy_ha": -3385.43018, "multiplicity": 5}

no.,F_max (eV/Å)
1,5.90
2,4.35
3,1.49
4,1.74